(1)
Molecular formula: C3H2O2S
Method: DFT, ωB97M-V/def2-TZVPD

Cartesian coordinates (Å):
1 S 0.77711 2.26875 1.25177
2 O -2.33171 0.33749 -0.53715
3 O 1.65589 0.12742 2.59348
4 C -1.35050 -0.15255 -0.96159
5 C -0.34856 -0.92756 -1.30275
6 C 1.22316 1.05359 2.06448
7 H -0.31458 -1.71726 -2.01726
8 H 0.68918 -0.98988 -1.09098

SMILES string	C=C=O.O=C=S
frontier orbital gap	0.367	Eh
ΔE to the lowest compared entry with this formula, charge and spin	59.4	kJ/mol
multiplicity	1
HOMO energy	-9.441	eV

=====

(2)
Molecular formula: C7H13ClN
Method: DFT, ωB97M-V/def2-TZVPD

Cartesian coordinates (Å):
1 Cl -2.53009 -0.53730 -1.08044
2 N 0.19584 -0.88526 -0.15901
3 C 0.45973 1.43867 -0.79704
4 C -0.14342 0.48586 0.24288
5 C -1.94581 0.52227 0.15396
6 C 0.11414 -1.84940 0.95492
7 C 1.63884 -0.72768 -0.62645
8 C -2.70265 1.04455 1.09314
9 C 1.79948 0.75750 -0.98920
10 H 0.66053 -1.33691 1.86127
11 H 1.89910 -1.26328 -1.46606
12 H -0.97146 -2.16075 1.26025
13 H 0.49909 -2.72631 0.54766
14 H 2.24126 1.04120 -2.00523
15 H 2.35374 -1.12734 0.06498
16 H 2.43192 1.30009 -0.33822
17 H 0.56327 2.50160 -0.33615
18 H -0.36096 -1.27331 -0.85209
19 H -0.19340 1.30217 -1.76631
20 H -3.71891 0.88794 1.07314
21 H -0.06191 0.82824 1.30124
22 H -2.22833 1.77745 1.86277

SMILES string	C=C(Cl)[C@@H]1CCC[N@H+]1C
total charge	+1
frontier orbital gap	0.400	Eh
ΔE to the lowest compared entry with this formula, charge and spin	273.0	kJ/mol
multiplicity	1
HOMO energy	-13.705	eV

=====

(3)
Molecular formula: C7H11N3O
Method: DFT, ωB97M-V/def2-TZVPD

Cartesian coordinates (Å):
1 O 2.38303 -2.86263 -1.33750
2 N 0.12712 -3.49267 -1.41991
3 N -1.39808 1.08095 3.33713
4 N -0.76639 0.43069 1.32694
5 C 0.75804 1.00513 -0.53023
6 C 1.28253 -3.48223 -1.97276
7 C -1.68263 -0.25042 3.25639
8 C 1.23486 2.40097 -0.26203
9 C -0.78359 1.48255 2.22504
10 C -0.01270 0.23406 0.17572
11 C -1.35554 -0.62459 1.97123
12 H 0.84173 3.19536 -0.90626
13 H 1.56318 -3.81431 -2.95999
14 H -0.54074 2.37773 1.83224
15 H -2.31704 -0.68377 3.92718
16 H 1.17222 0.47054 -1.37972
17 H -0.28369 -0.83169 -0.22627
18 H 2.33768 2.40597 -0.45421
19 H -1.45053 -1.56814 1.52370
20 H 1.04955 2.54873 0.73086
21 H 1.79336 -2.60329 -0.58734
22 H -0.63229 -3.78810 -2.00637

SMILES string	C/C=C\n1ccnc1.[H]/N=C/O
frontier orbital gap	0.349	Eh
ΔE to the lowest compared entry with this formula, charge and spin	260.8	kJ/mol
multiplicity	1
HOMO energy	-8.776	eV

=====

The highest HOMO energy belongs to which entry?
C7H11N3O